Model w:
Here is a 2-piece molecular cluster, C4H11NO3 overall from the Open Molecules 2025 dataset. Energies are from the ωB97M-V functional and the def2-TZVPD basis.

SMILES: CC(C)=O.NOCO
E_LUMO: 0.030 Eh
gap between HOMO and LUMO: 9.6 eV
HOMO: -8.774 eV

Each atom is followed by the atoms it is bonded to, with distances in Å.
Positions of all 19 atoms, in Å:
1 C -1.493 1.493 0.299  C2 1.517, H5 1.091, H6 1.092, H7 1.094
2 C -0.472 0.461 0.737  C1 1.517, C3 1.517, O4 1.274
3 C -1.056 -0.746 1.447  C2 1.517, H8 1.092, H9 1.093, H10 1.092
4 O 0.669 0.868 1.132  C2 1.274
5 H -1.831 2.074 1.159  C1 1.091
6 H -1.023 2.170 -0.418  C1 1.092
7 H -2.352 1.009 -0.175  C1 1.094
8 H -0.283 -1.510 1.553  C3 1.092
9 H -1.904 -1.157 0.893  C3 1.093
10 H -1.408 -0.456 2.439  C3 1.092
11 N -0.043 -1.390 -1.691  O12 1.443, H15 1.020, H16 1.026
12 O 0.286 -0.088 -1.164  N11 1.443, C13 1.717
13 C 1.960 0.288 -1.084  O12 1.717, O14 1.370, H17 1.087, H18 1.086
14 O 2.608 -0.651 -0.326  C13 1.370, H19 0.978
15 H -0.991 -1.532 -1.342  N11 1.020
16 H 0.587 -2.007 -1.167  N11 1.026
17 H 2.197 0.185 -2.140  C13 1.087
18 H 2.036 1.317 -0.744  C13 1.086
19 H 2.512 -0.330 0.593  O14 0.978

Model x:
Here is a 2-piece molecular cluster, C4H11NO3 overall from the Open Molecules 2025 dataset. Energies are from the ωB97M-V functional and the def2-TZVPD basis.

SMILES: C[C@@H](N)CC(=O)O.O
E_LUMO: 0.024 Eh
gap between HOMO and LUMO: 10.1 eV
HOMO: -9.468 eV

Each atom is followed by the atoms it is bonded to, with distances in Å.
Positions of all 19 atoms, in Å:
1 C -0.675 -1.264 1.266  C2 1.515, H8 1.097, H9 1.123, H10 1.090
2 C 0.226 -0.537 0.288  C1 1.515, N3 1.451, C4 1.586, H11 1.087
3 N 1.533 -1.150 0.145  C2 1.451, H12 1.014, H13 1.010
4 C -0.432 -0.458 -1.153  C2 1.586, C5 1.519, H14 1.105, H15 1.086
5 C -0.378 1.000 -1.576  C4 1.519, O6 1.184, O7 1.407
6 O -0.433 2.001 -0.946  C5 1.184
7 O -0.349 0.952 -2.981  C5 1.407, H16 0.962
8 H -0.445 -0.929 2.285  C1 1.097
9 H -1.755 -0.961 1.321  C1 1.123
10 H -0.499 -2.339 1.278  C1 1.090
11 H 0.542 0.443 0.635  C2 1.087
12 H 2.092 -1.139 0.990  N3 1.014
13 H 1.659 -2.080 -0.230  N3 1.010
14 H -1.518 -0.658 -1.139  C4 1.105
15 H -0.059 -1.028 -1.998  C4 1.086
16 H 0.139 1.542 -3.563  O7 0.962
17 O 0.176 2.248 2.199  H18 0.967, H19 0.966
18 H 0.688 1.746 1.551  O17 0.967
19 H -0.512 2.610 1.627  O17 0.966

In kJ/mol, relative to the most stable structure: model w 279.4; model x 0.0.